No. 1
Formula: C8H13ClN
Source: the OMol25 dataset
Level of theory: the ωB97M-V functional and the def2-TZVPD basis

E = -827.21729 a.u.
SMILES string = CC\C(Cl)=C/C=C\C=C\[NH3+]
Net charge = +1

Last column: natural (NBO) charge in e.
Element x y z (Å)
1 C -1.85672 -2.16858 -1.86511  -0.605
2 C -0.80448 -1.16569 -1.19448  -0.473
3 C -0.21648 -1.74437 0.01978  0.037
4 Cl 0.75132 -3.14357 -0.19213  0.041
5 C -0.45709 -1.32838 1.23335  -0.362
6 C -1.18938 -0.15890 1.68274  -0.094
7 C -0.89626 1.18046 1.51976  -0.284
8 C 0.36464 1.68141 1.06459  -0.162
9 C 1.45546 0.91297 1.08094  -0.117
10 N 2.65585 1.56676 0.46958  -0.697
11 H -2.65685 -1.61512 -2.36038  0.225
12 H -2.20315 -2.69702 -0.98772  0.212
13 H -1.62578 -2.89688 -2.61547  0.235
14 H -1.32685 -0.20267 -1.11078  0.240
15 H 0.15467 -0.99477 -1.75780  0.213
16 H -0.26546 -2.10578 2.01749  0.257
17 H -2.23390 -0.33411 2.10392  0.243
18 H -1.68310 1.94632 1.88961  0.252
19 H 0.45203 2.76704 0.76136  0.224
20 H 1.42084 -0.12784 1.26094  0.256
21 H 3.53012 1.35998 0.95393  0.440
22 H 2.56615 2.53421 0.80047  0.460
23 H 2.77459 1.26441 -0.49954  0.458


No. 2
Formula: C21H43O24P3
Source: the OMol25 dataset
Level of theory: the ωB97M-V functional and the def2-TZVPD basis

E = -3656.01609 a.u.
SMILES string = COP(=O)(OC)OC.COP(=O)(OC)OC.COP(=O)(OC)OC.O=C1OCCO1.O=C1OCCO1.O=C1OCCO1.O=C1OCCO1

Last column: Löwdin charge in e.
Element x y z (Å)
1 C -4.22435 5.22603 3.55242  -0.083
2 O -5.03538 4.04965 3.81285  -0.240
3 P -4.43653 2.56076 3.48523  0.529
4 O -3.18476 2.60932 2.70357  -0.224
5 O -4.27618 1.89631 4.97593  -0.249
6 C -3.12752 2.06820 5.84210  -0.073
7 O -5.69519 1.66355 2.86931  -0.213
8 C -6.83467 1.38432 3.64026  -0.130
9 H -3.19836 5.09731 3.89721  0.077
10 H -4.71484 6.05767 4.05828  0.088
11 H -4.24612 5.44186 2.48422  0.090
12 H -3.37038 2.43148 6.84068  0.085
13 H -2.41478 2.79307 5.44886  0.069
14 H -2.71684 1.07096 6.00009  0.094
15 H -7.59068 2.14995 3.46606  0.088
16 H -6.62498 1.41651 4.70942  0.081
17 H -7.25536 0.42182 3.34918  0.093
18 C -1.16391 -2.63860 -5.38409  -0.140
19 O -1.36757 -1.79795 -4.32803  -0.236
20 P -0.13904 -1.37400 -3.33700  0.445
21 O 0.84345 -0.57368 -4.06825  -0.195
22 O 0.33539 -2.70574 -2.59687  -0.209
23 C 1.58533 -3.41339 -2.88537  -0.068
24 O -0.96080 -0.70920 -2.12130  -0.219
25 C -2.21194 -1.25398 -1.68346  -0.091
26 H -2.04175 -2.53006 -6.02105  0.099
27 H -1.05239 -3.64733 -4.98644  0.089
28 H -0.22780 -2.37547 -5.87659  0.089
29 H 1.91053 -3.25914 -3.91423  0.082
30 H 1.46383 -4.49645 -2.86731  0.088
31 H 2.39320 -3.31020 -2.16094  0.063
32 H -2.38867 -2.24572 -2.09977  0.085
33 H -3.02315 -0.53144 -1.77274  0.096
34 H -2.33986 -1.51198 -0.63219  0.080
35 C 4.26267 -4.82620 -0.88772  -0.123
36 O 3.14183 -4.28341 -0.23079  -0.246
37 P 2.37175 -5.08626 0.93554  0.507
38 O 3.24653 -5.65339 1.95768  -0.215
39 O 1.29692 -6.05264 0.06625  -0.231
40 C 1.62328 -7.39559 -0.16873  -0.147
41 O 1.35011 -3.96917 1.57840  -0.197
42 C 0.71112 -2.97447 0.79280  -0.096
43 H 5.10508 -4.16935 -0.67092  0.095
44 H 4.22766 -4.94093 -1.97110  0.085
45 H 4.58364 -5.81330 -0.55501  0.088
46 H 0.80514 -7.92286 -0.65938  0.088
47 H 2.00804 -7.96761 0.67558  0.090
48 H 2.40520 -7.43340 -0.92720  0.075
49 H 1.05982 -2.00868 1.15853  0.085
50 H -0.37634 -3.04303 0.76392  0.096
51 H 1.05712 -2.89924 -0.23809  0.057
52 O 3.52396 2.72153 -5.25846  0.119
53 C 3.75888 1.66443 -4.70048  -0.568
54 O 3.58528 0.41657 -5.12235  0.071
55 C 4.00951 -0.54083 -4.17489  -0.127
56 C 4.08359 0.31876 -2.90815  -0.099
57 O 4.08163 1.66112 -3.40410  0.072
58 H 3.45360 -1.47446 -4.08888  0.103
59 H 5.01003 -0.88504 -4.43677  0.122
60 H 5.05002 0.08783 -2.46008  0.128
61 H 3.24275 0.08282 -2.25590  0.100
62 O 1.19694 -0.27155 3.67862  0.107
63 C 1.23169 0.89418 4.13777  -0.491
64 O 2.34993 1.60776 4.08696  0.063
65 C 2.22955 2.76568 4.87009  -0.110
66 C 0.74425 2.82977 5.32995  -0.121
67 O 0.30708 1.52841 4.96111  0.028
68 H 2.85435 2.44339 5.70308  0.137
69 H 2.49775 3.65949 4.30683  0.137
70 H 0.19244 3.64165 4.85619  0.121
71 H 0.83006 2.96218 6.40847  0.127
72 O -1.69815 5.53968 -2.33845  0.113
73 C -1.05842 4.61323 -2.82128  -0.563
74 O -0.90144 3.35579 -2.25864  0.042
75 C -0.22205 2.47512 -3.16609  -0.111
76 C 0.16644 3.45476 -4.24622  -0.106
77 O -0.57018 4.63768 -4.01000  0.108
78 H 0.66975 2.06757 -2.68998  0.123
79 H -0.84653 1.69441 -3.60039  0.119
80 H -0.04212 3.04526 -5.23461  0.140
81 H 1.23313 3.66855 -4.17861  0.126
82 O 1.63028 0.34468 -0.63150  0.140
83 C 0.80404 0.93504 0.00634  -0.558
84 O -0.36402 0.41435 0.38669  0.055
85 C -1.01803 1.20082 1.30964  -0.160
86 C -0.29124 2.50602 1.19439  -0.126
87 O 0.90614 2.16482 0.53617  0.094
88 H -2.08112 1.32959 1.10627  0.116
89 H -0.93316 0.72649 2.28735  0.122
90 H -0.21623 3.00974 2.15810  0.122
91 H -0.94807 3.17769 0.64164  0.129


No. 3
Formula: C30H29F5NO7P2S2
Source: the OMol25 dataset
Level of theory: the ωB97M-V functional and the def2-TZVPD basis

E = -3720.37906 a.u.
Net charge = -1

Last column: Löwdin charge in e.
Element x y z (Å)
1 O 1.90620 2.17111 -0.65895  -0.480
2 S 0.46741 2.35686 -0.03918  0.671
3 O 0.62249 3.52833 1.00639  -0.502
4 N -0.03886 0.93973 0.84747  -0.390
5 S -1.70907 0.52514 0.53250  0.398
6 O -1.97200 -0.81692 1.32107  -0.480
7 O -2.02625 0.22925 -0.96380  -0.461
8 P -3.12279 1.94946 1.39814  0.704
9 P -3.94062 3.13025 -0.25571  0.499
10 O -3.07849 3.01989 -1.60955  -0.430
11 O -5.52894 2.46255 -0.68346  -0.287
12 O -4.03924 4.83664 0.13500  -0.246
13 H -0.40356 2.76301 -1.06274  0.072
14 H -2.39361 2.77808 2.34538  -0.048
15 H -5.44067 1.44999 -0.78948  0.093
16 H -4.27602 4.98021 1.10114  0.075
17 F -4.87641 1.67153 3.72307  -0.014
18 C -5.59717 0.65665 4.21819  -0.292
19 C -5.11429 -0.05696 5.30964  -0.013
20 C -5.86683 -1.11044 5.82870  -0.094
21 C -7.09003 -1.44584 5.24299  -0.109
22 C -7.56378 -0.72678 4.14461  -0.085
23 C -6.81634 0.33364 3.63288  -0.017
24 H -4.15816 0.21260 5.74621  0.118
25 H -5.50178 -1.66959 6.68664  0.106
26 H -7.67454 -2.27046 5.64539  0.100
27 H -8.51414 -0.99229 3.68786  0.102
28 H -7.17379 0.90887 2.78525  0.114
29 F 8.15574 1.21520 2.87080  0.048
30 C 7.07909 1.19955 2.07381  -0.303
31 C 6.58386 -0.01675 1.61663  -0.028
32 C 5.45979 -0.03383 0.79095  -0.070
33 C 4.84944 1.16762 0.42246  -0.081
34 C 5.35705 2.38363 0.88242  -0.093
35 C 6.47428 2.39965 1.71704  -0.033
36 H 7.07608 -0.93932 1.90652  0.109
37 H 5.06017 -0.97998 0.43451  0.106
38 H 3.97540 1.15408 -0.22519  0.083
39 H 4.88280 3.31767 0.59095  0.116
40 H 6.87663 3.33529 2.09094  0.112
41 F -4.87358 -3.33756 4.04115  0.059
42 C -4.69520 -3.90766 2.84208  -0.282
43 C -3.92890 -3.25613 1.88189  -0.002
44 C -3.73865 -3.85174 0.63504  -0.064
45 C -4.32655 -5.08851 0.35832  -0.105
46 C -5.09816 -5.73218 1.32694  -0.102
47 C -5.27891 -5.14157 2.57736  -0.033
48 H -3.48699 -2.29215 2.11192  0.087
49 H -3.13484 -3.35416 -0.11978  0.109
50 H -4.18159 -5.55061 -0.61586  0.096
51 H -5.55812 -6.69277 1.10785  0.097
52 H -5.86820 -5.63215 3.34495  0.108
53 F 8.06892 0.58720 -5.73591  0.053
54 C 7.77963 1.10398 -4.53430  -0.298
55 C 6.62226 1.85803 -4.37443  -0.018
56 C 6.31802 2.39198 -3.12226  -0.066
57 C 7.18115 2.17478 -2.04541  -0.087
58 C 8.34301 1.42078 -2.21716  -0.078
59 C 8.64115 0.87769 -3.46664  -0.027
60 H 5.96807 2.02320 -5.22425  0.114
61 H 5.41162 2.97640 -2.98503  0.111
62 H 6.94574 2.59519 -1.07001  0.080
63 H 9.01536 1.25653 -1.37856  0.104
64 H 9.53539 0.28166 -3.61572  0.110
65 F 0.27939 1.49932 -3.43874  0.063
66 C 0.28253 0.27056 -3.97237  -0.271
67 C 0.01944 -0.82814 -3.16164  -0.001
68 C 0.01753 -2.10727 -3.71788  -0.078
69 C 0.28981 -2.27444 -5.07791  -0.115
70 C 0.55769 -1.16581 -5.88234  -0.103
71 C 0.54849 0.11395 -5.32812  -0.024
72 H -0.18167 -0.67966 -2.10572  0.095
73 H -0.19466 -2.97208 -3.09415  0.103
74 H 0.29262 -3.27270 -5.51042  0.092
75 H 0.77339 -1.29875 -6.93974  0.096
76 H 0.74578 0.98745 -5.94065  0.110


No. 4
Formula: C3H12NSi
Source: the OMol25 dataset
Level of theory: the ωB97M-V functional and the def2-TZVPD basis

E = -465.47998 a.u.
SMILES string = C[SiH](C)C[NH3+]
Net charge = +1

Last column: natural (NBO) charge in e.
Element x y z (Å)
1 C 1.24883 0.06060 -1.67448  -1.128
2 Si 0.70229 -0.57379 0.00825  1.300
3 C 0.96743 0.53875 1.53743  -1.101
4 C -1.14502 -0.88034 -0.03340  -0.656
5 N -1.87165 0.38714 0.01214  -0.681
6 H 1.35650 1.21268 -1.67163  0.266
7 H 2.24212 -0.27852 -1.75778  0.272
8 H 0.77956 -0.44755 -2.49854  0.262
9 H 1.41439 -1.76589 0.57618  -0.128
10 H 1.02833 -0.12894 2.34882  0.254
11 H 1.97172 0.92992 1.42582  0.266
12 H 0.37099 1.38115 1.82213  0.230
13 H -1.54141 -1.31420 -0.94063  0.243
14 H -1.40086 -1.37765 0.88474  0.248
15 H -1.80006 0.80945 0.96843  0.456
16 H -1.43926 1.09752 -0.68641  0.444
17 H -2.88389 0.34967 -0.32107  0.453